Computed, not measured: a structure of composition C14H23BN6OOs, with the ωB97M-V functional and the def2-TZVPD basis.

Last column: Löwdin charge in e.
Element x y z (Å)
Os (-0.21615, 0.11136, -0.08534)  1.7576
O (-0.29468, -0.12334, 1.91861)  -0.3117
N (1.64586, 0.09319, -0.91713)  -0.0529
N (-0.96853, -1.10156, -1.55722)  -0.0647
N (-0.16267, 1.40250, -2.78522)  0.0326
N (1.73756, -0.01976, -2.32558)  0.0416
N (-0.55811, 1.57674, -1.44866)  -0.0929
N (-0.41174, -1.00064, -2.84911)  0.0311
C (-1.11007, 3.39878, -2.63415)  0.1420
C (-0.49087, 2.49250, -3.49059)  0.1231
C (3.81462, -0.01332, -1.55027)  0.1680
C (1.45261, -0.73344, 3.39592)  0.0040
C (0.33301, 1.62433, 3.39162)  -0.0044
C (-1.94094, -2.06596, -1.65144)  0.0432
C (-0.70021, -0.30945, 4.39069)  -0.0184
C (-1.91344, -2.62745, -2.93210)  0.1616
C (-0.94916, -1.93051, -3.65547)  0.1309
C (0.22417, 0.12931, 3.27061)  -0.6161
C (-1.14358, 2.80959, -1.37003)  0.0338
C (-2.30477, -1.64631, 2.09946)  -0.0179
C (2.94145, 0.16173, -0.47151)  0.0432
C (3.02455, -0.11452, -2.69480)  0.1357
B (0.53769, 0.11832, -3.25783)  -0.4830
H (2.22498, -0.51142, 2.65456)  0.0741
H (-2.52246, -1.13288, 3.03480)  0.0395
H (3.29085, -0.26869, -3.71968)  0.1810
H (-2.50744, -3.44399, -3.30543)  0.1705
H (0.81708, 0.12121, -4.43618)  0.1705
H (-1.48697, 4.36766, -2.90929)  0.1664
H (-0.60282, -2.05027, -4.65881)  0.1783
H (-3.09503, -2.36100, 1.86562)  0.0651
H (-0.68145, 2.02180, 3.23135)  0.1101
H (1.12213, -1.77370, 3.24625)  0.1122
H (1.94406, -0.72100, 4.36909)  0.1317
H (-2.63150, -2.28019, -0.85255)  0.1473
H (0.99972, 2.06705, 2.64637)  0.0879
H (-0.89780, -1.39218, 4.38205)  0.1071
H (-1.53905, 3.17848, -0.43738)  0.1582
H (0.64680, 2.00631, 4.36295)  0.1300
H (-0.25678, 2.53079, -4.53651)  0.1799
H (-2.23319, -0.89545, 1.30069)  -0.0250
H (-1.34639, -2.16515, 2.20158)  0.0459
H (-1.65995, 0.23181, 4.37562)  0.1151
H (3.19390, 0.38590, 0.55406)  0.1500
H (4.89047, -0.06600, -1.52576)  0.1726
H (-0.21577, -0.08119, 5.36614)  0.1452

Properties
Spin multiplicity: 5
Total charge: +4
Frontier orbital gap (spin up / spin down): 0.23195 / 0.16315 hartree



Computed, not measured: a structure of composition C41H47N3O8PPdS, with the ωB97M-V functional and the def2-TZVPD basis.

Last column: Löwdin charge in e.
Element x y z (Å)
Pd (0.56276, 0.32365, 0.53705)  0.7630
S (-4.32942, -0.71647, 1.56187)  0.7294
P (2.75068, -0.93166, 0.42115)  0.8106
O (-1.11390, -1.97388, 0.58126)  0.0550
O (2.46397, 1.48064, -1.78906)  0.0059
O (2.58760, -2.23721, 1.34788)  -0.2806
O (0.59437, 0.26649, -1.54480)  -0.1806
O (-4.98469, 0.18464, 0.49652)  -0.2181
O (-4.95017, -0.43332, 2.81705)  -0.2705
O (4.12305, -0.24463, 0.93096)  -0.2795
O (3.30018, -1.70273, -0.89422)  -0.2702
N (-2.79290, -0.64090, 1.42031)  -0.0250
N (-3.57162, 0.39725, -1.55132)  -0.2578
N (-0.02683, 0.85133, 10.45994)  0.1263
C (-0.71625, 1.14009, 5.69672)  -0.0177
C (-1.45126, 3.97736, 1.56934)  -0.1121
C (1.24789, 0.01771, 7.31109)  -0.0425
C (5.51639, -1.87264, -1.80840)  -0.0767
C (-2.91539, 2.86871, 0.04130)  -0.0733
C (4.16099, -2.98686, 3.00866)  -0.0729
C (0.37308, 0.48489, 5.09966)  -0.2468
C (1.34902, -0.07523, 5.93765)  -0.0314
C (0.38577, 0.24396, -5.80957)  -0.0250
C (0.05466, 0.77339, 9.31437)  -0.2061
C (-4.18624, 1.30736, -2.52618)  -0.0632
C (3.94137, 0.96995, 1.70539)  -0.2873
C (0.94178, -1.39478, -4.00313)  -0.0291
C (-3.53205, -0.93576, -2.17035)  -0.0429
C (-4.57828, -2.39385, 1.05322)  -0.2191
C (0.22603, 1.52652, -6.31980)  -0.2824
C (1.03960, 1.12037, -3.67084)  -0.0532
C (-4.29696, -4.97527, 0.21272)  -0.0684
C (-2.66991, 3.91816, 0.91549)  -0.1104
C (3.66768, -3.14522, 1.58566)  -0.2840
C (0.47327, 0.40125, 3.68427)  -0.1167
C (0.50928, 0.37870, 2.46749)  -0.1637
C (-3.32204, -2.88267, 0.76105)  -0.1497
C (0.77679, 0.02078, -4.49360)  -0.1996
C (0.88541, 2.41987, -4.16047)  -0.1985
C (-2.17701, 0.79558, -1.22877)  -0.1500
C (-0.19743, 1.73810, -7.74964)  -0.0644
C (1.10887, 3.61458, -3.27139)  -0.0323
C (-0.76863, 1.86217, 0.55603)  -0.1842
C (-0.82297, 1.23482, 7.06893)  -0.0359
C (-1.97014, 1.86951, -0.18168)  -0.2224
C (-5.72235, -3.15856, 0.94680)  -0.0337
C (-0.53145, 2.95002, 1.39986)  -0.1301
C (0.16035, 0.67504, 7.88774)  -0.2562
C (1.43422, 0.94850, -2.21673)  -0.6158
C (-5.55973, -4.47085, 0.51835)  -0.0768
C (4.21381, -1.10388, -1.82971)  -0.2851
C (0.47166, 2.60148, -5.47738)  -0.0191
C (-3.15987, -4.18526, 0.32796)  -0.0013
C (5.26681, 1.31635, 2.33878)  -0.0781
C (-2.25864, -1.80934, 0.92683)  -0.5199
H (6.03832, 1.43240, 1.57625)  0.0749
H (-1.08116, 1.14516, -7.99335)  0.0730
H (3.27618, -4.14996, 1.41652)  0.1167
H (-1.65532, -0.09727, -0.89967)  0.0724
H (4.92195, -3.73629, 3.23746)  0.0719
H (5.98073, -1.80053, -0.82342)  0.0696
H (-1.68107, 1.08855, -2.16218)  0.1285
H (4.47195, -2.97578, 0.86642)  0.0960
H (-2.91651, -0.92473, -3.07751)  0.1008
H (0.61656, -1.49775, -2.96979)  0.0732
H (0.33404, 3.61221, -5.84949)  0.1072
H (-2.17203, -4.55585, 0.08797)  0.1236
H (1.99080, -1.69893, -4.04660)  0.0728
H (3.33269, -3.10455, 3.70774)  0.0765
H (-5.25059, 1.08486, -2.62101)  0.0946
H (3.16648, 0.81286, 2.45964)  0.0857
H (-1.22814, 4.79703, 2.24374)  0.0903
H (5.18080, 2.25381, 2.89018)  0.0766
H (4.59429, -1.99594, 3.15117)  0.0625
H (-0.43156, 2.78608, -7.93823)  0.0677
H (-3.88494, 2.82928, -0.44080)  0.0827
H (-4.33317, 0.38854, -0.36811)  0.0411
H (-1.47430, 1.56799, 5.05435)  0.1199
H (3.59385, 1.75788, 1.03415)  0.1131
H (0.59343, 1.44332, -8.44343)  0.0756
H (2.00742, -0.41713, 7.94779)  0.1116
H (0.48901, 3.55653, -2.37276)  0.0880
H (-1.66759, 1.74110, 7.51753)  0.1137
H (2.18924, -0.58507, 5.48493)  0.1080
H (-4.54403, -1.25077, -2.43332)  0.0986
H (5.58264, 0.53522, 3.03228)  0.0667
H (3.73996, -1.14735, -2.81075)  0.0999
H (0.38482, 2.97478, 1.97498)  0.0786
H (2.14145, 3.65546, -2.92756)  0.0786
H (-4.20493, -6.00140, -0.12009)  0.1017
H (6.20830, -1.46501, -2.54855)  0.0737
H (-6.69777, -2.75779, 1.18754)  0.1195
H (5.34714, -2.92662, -2.03698)  0.0759
H (-3.09966, -1.66274, -1.48502)  0.0778
H (-3.71095, 1.18685, -3.50691)  0.0949
H (0.37692, -2.08315, -4.63340)  0.0724
H (-6.42717, -5.11093, 0.41999)  0.1012
H (0.18826, -0.61190, -6.44923)  0.1117
H (-3.42792, 4.67488, 1.08049)  0.0899
H (0.86301, 4.53529, -3.80177)  0.0707
H (-4.06608, 2.34270, -2.22506)  0.0734
H (4.36338, -0.05362, -1.59841)  0.0972

Properties
Spin multiplicity: 1
ΔE to the lowest compared entry with this formula, charge and spin: 0.000 eV
Total charge: -1
Frontier orbital gap: 0.27150 hartree



Computed, not measured: a structure of composition H12NaO14S2, with the ωB97M-V functional and the def2-TZVPD basis.

Last column: Löwdin charge in e.
Element x y z (Å)
S (-1.41505, -2.06117, -1.33548)  0.2658
S (2.14148, 0.48396, 2.50613)  0.1389
Na (-0.45185, 0.63306, 0.02022)  0.4756
O (2.65978, -0.88255, 2.34939)  -0.3974
O (0.75371, -2.32128, 1.68781)  -0.1112
O (1.48188, 0.83292, 1.31713)  -0.3726
O (-0.20404, -1.55975, -0.63838)  -0.4136
O (-1.17985, -3.17084, -2.26910)  -0.3993
O (3.24013, 1.38795, 2.83855)  -0.4390
O (1.08806, 2.79501, -0.99169)  -0.0559
O (-1.11531, 1.87382, 2.63062)  -0.0655
O (-1.94644, -0.87610, -2.01708)  -0.4188
O (-2.40261, -2.49772, -0.34850)  -0.3745
O (-0.83007, 1.19699, -2.75358)  -0.0695
O (2.08810, -1.31816, -1.67562)  -0.0720
O (-3.19174, 0.52448, -0.06508)  -0.0524
O (1.11644, 0.46897, 3.54994)  -0.4136
H (1.82317, 2.41934, -0.50722)  0.0255
H (1.11027, 2.35444, -1.84118)  0.0067
H (-1.14987, 2.68266, 3.14133)  0.0087
H (1.21648, -1.47015, -1.31036)  -0.0562
H (1.92960, -1.11122, -2.59665)  -0.0019
H (-0.43853, 0.84097, -3.55118)  0.0271
H (-3.75591, 0.88289, -0.75028)  0.0247
H (-0.29058, 1.46214, 2.88864)  -0.0338
H (1.53253, -1.79113, 1.85696)  -0.0921
H (-2.80668, -0.25939, -0.45688)  -0.0301
H (0.47207, -2.06101, 0.81078)  -0.0504
H (-1.47510, 0.54096, -2.48938)  -0.0533

Properties
Spin multiplicity: 1
ΔE to the lowest compared entry with this formula, charge and spin: 0.994 eV
Total charge: -3
Frontier orbital gap: 0.15633 hartree